This record from the OMol25 dataset describes the ion C8H17N2 with charge +1 at a distorted geometry. The level of theory is the ωB97M-V functional and the def2-TZVPD basis.

Properties
- SMILES = CN1C[C@]2(C)C[NH2+]C[C@]12C
- electronic energy (eV) = -11543.6990
- charge = +1
- energy above the lowest of the compared OMol25 structures with the same formula, charge and spin (kJ/mol) = 240.82

XYZ file:
```
27
Properties=species:S:1:pos:R:3:forces:R:3
C 2.37012 0.20933 -0.85546 3.957 -1.615 -1.290
N 0.99859 0.47144 -0.76044 -1.130 0.025 -0.345
C 0.16384 -0.49034 -1.50788 -1.773 0.132 0.040
C -0.87504 -0.52852 -0.30314 2.309 1.591 -0.729
C -1.40236 -1.87482 0.09402 0.561 -1.804 -0.495
C -1.83218 0.59682 -0.52089 -2.951 0.053 0.962
N -1.12198 1.92068 -0.22536 -0.236 -0.526 -1.539
C -0.33070 1.55993 0.96619 -0.656 -0.713 2.243
C 0.29996 0.23689 0.51519 -1.487 -1.011 0.836
C 1.00542 -0.57580 1.60348 0.985 1.671 -2.632
H 3.05417 0.80831 -0.12548 -1.387 -1.416 -1.111
H 2.56390 -0.97541 -0.93217 -0.074 2.232 1.237
H 2.78988 0.41022 -1.89030 -0.800 0.558 1.023
H 0.65241 -1.47649 -1.58800 -0.065 0.408 -0.427
H -0.32991 -0.12046 -2.48781 1.272 -0.673 1.255
H -0.60330 -2.58476 -0.28053 -1.003 0.437 0.500
H -2.35973 -2.23694 -0.43395 1.264 0.897 1.104
H -1.37596 -2.02606 1.19697 -0.687 0.184 -0.730
H -2.23282 0.51394 -1.53643 -0.161 0.725 0.244
H -2.64909 0.54885 0.24121 0.366 -0.008 -0.789
H -0.40888 1.85426 -0.98726 0.225 0.928 0.324
H -1.66263 2.83618 -0.28257 0.694 -1.725 0.342
H -0.99210 1.38038 1.90588 0.862 0.437 -1.796
H 0.38696 2.32438 1.19608 0.366 0.408 0.024
H 1.89798 -0.04261 1.85834 0.922 -0.006 0.043
H 1.21089 -1.52666 1.20481 0.823 -1.196 -0.661
H 0.57795 -0.78659 2.50274 -2.196 0.007 2.364
```
Forces are in eV/Å.